Entry 1:
ORCA calculation (wB97M-V/def2-TZVPD) on a 17-piece molecular cluster, C66H89F6N8O31S2 overall in a non-equilibrium geometry.

LUMO energy ... 1.394 eV
Total charge ... -1
F_max ... 0.146 Eh/bohr
HOMO ... -6.801 eV
HOMO-LUMO gap ... 8.195 eV
Calculated total energy ... -183249.2639 eV

Last column: Mulliken charge in e.
CARTESIAN COORDINATES (ANGSTROEM)
C 0.310 -3.066 -1.354  0.68
F -0.718 -2.235 -1.020  -0.22
F -0.077 -4.315 -1.153  -0.24
F 0.619 -2.889 -2.607  -0.22
S 1.843 -2.672 -0.223  0.94
O 1.527 -3.316 1.011  -0.54
O 3.013 -3.177 -1.015  -0.67
N 1.956 -0.967 -0.206  -0.42
S 1.216 -0.568 1.075  1.06
O -0.112 -1.180 1.281  -0.60
O 2.119 -0.511 2.220  -0.67
C 0.886 1.346 0.859  0.57
F 0.170 1.510 -0.225  -0.23
F 0.213 1.861 1.906  -0.22
F 2.047 1.993 0.648  -0.23
C 3.294 10.125 5.504  -1.36
C 2.575 11.419 5.875  0.44
C 3.409 12.577 6.461  -0.36
O 2.962 13.726 5.752  -0.32
C 2.199 13.370 4.696  0.66
O 1.672 14.109 3.854  -0.56
O 1.958 12.034 4.760  -0.34
H 3.935 10.252 4.632  0.35
H 2.514 9.407 5.250  0.35
H 3.825 9.668 6.339  0.37
H 1.756 11.224 6.567  0.22
H 4.465 12.304 6.452  0.28
H 3.176 12.754 7.511  0.27
C -4.264 8.500 -5.767  -1.37
C -4.077 8.614 -4.220  0.36
C -2.687 8.104 -3.796  -0.36
O -2.203 9.244 -3.095  -0.32
C -3.077 10.291 -3.143  0.67
O -2.929 11.411 -2.703  -0.55
O -4.179 9.948 -3.824  -0.35
H -4.212 7.465 -6.106  0.38
H -3.497 9.085 -6.274  0.36
H -5.239 8.917 -6.021  0.35
H -4.865 8.135 -3.639  0.30
H -2.091 7.652 -4.589  0.28
H -2.811 7.321 -3.049  0.27
C 6.492 8.661 -1.961  -1.39
C 6.062 9.869 -2.773  0.46
C 5.116 9.529 -3.882  -0.42
O 4.200 10.549 -3.725  -0.34
C 4.363 11.246 -2.567  0.66
O 3.763 12.205 -2.166  -0.53
O 5.328 10.622 -1.881  -0.35
H 7.305 8.134 -2.460  0.36
H 5.593 8.058 -1.832  0.36
H 6.867 8.937 -0.975  0.33
H 6.926 10.422 -3.142  0.29
H 4.652 8.545 -3.951  0.30
H 5.669 9.590 -4.820  0.26
C -4.659 -6.368 4.703  -1.43
C -5.586 -7.224 5.519  0.44
C -4.905 -8.228 6.462  -0.37
O -5.264 -7.791 7.764  -0.34
C -6.001 -6.656 7.676  0.68
O -6.429 -6.031 8.590  -0.54
O -6.193 -6.339 6.408  -0.36
H -4.174 -6.936 3.908  0.37
H -3.905 -5.975 5.385  0.35
H -5.168 -5.530 4.227  0.34
H -6.363 -7.583 4.844  0.28
H -3.822 -8.305 6.361  0.30
H -5.420 -9.172 6.284  0.26
C -10.671 -3.615 -3.728  -1.34
C -9.324 -4.452 -3.587  0.36
C -8.565 -4.176 -2.297  -0.34
O -8.300 -5.536 -1.817  -0.33
C -8.933 -6.448 -2.572  0.71
O -8.854 -7.682 -2.435  -0.59
O -9.584 -5.823 -3.521  -0.35
H -10.541 -2.563 -3.986  0.37
H -11.239 -3.758 -2.809  0.36
H -11.242 -4.097 -4.521  0.34
H -8.672 -4.234 -4.433  0.26
H -9.131 -3.531 -1.625  0.29
H -7.657 -3.648 -2.590  0.28
C -5.983 1.057 5.013  -1.39
C -7.518 1.001 5.144  0.46
C -8.176 1.269 6.425  -0.31
O -9.179 2.193 6.136  -0.31
C -9.188 2.418 4.788  0.64
O -9.959 3.157 4.198  -0.55
O -8.174 1.744 4.169  -0.35
H -5.422 0.219 5.427  0.35
H -5.631 1.969 5.496  0.36
H -5.785 1.196 3.950  0.35
H -7.880 0.027 4.813  0.23
H -7.462 1.638 7.161  0.29
H -8.632 0.374 6.849  0.24
C 0.671 -11.418 -6.335  -1.42
C -0.844 -11.560 -6.184  0.43
C -1.336 -11.333 -4.751  -0.38
O -2.225 -10.241 -4.924  -0.33
C -2.258 -9.813 -6.177  0.69
O -2.790 -8.791 -6.524  -0.55
O -1.482 -10.559 -6.930  -0.35
H 0.932 -11.696 -7.356  0.34
H 1.239 -12.038 -5.642  0.39
H 1.038 -10.423 -6.082  0.36
H -1.193 -12.530 -6.539  0.25
H -0.460 -11.150 -4.128  0.27
H -1.961 -12.158 -4.411  0.29
C 8.987 -1.886 7.201  -1.39
C 9.166 -2.185 5.776  0.45
C 10.565 -1.720 5.115  -0.36
O 11.026 -2.908 4.447  -0.34
C 10.255 -3.970 4.762  0.68
O 10.612 -5.122 4.503  -0.57
O 9.209 -3.557 5.515  -0.34
H 8.980 -0.815 7.403  0.36
H 9.758 -2.334 7.828  0.35
H 7.974 -2.229 7.413  0.34
H 8.275 -1.823 5.263  0.26
H 11.330 -1.473 5.850  0.26
H 10.437 -0.995 4.311  0.29
C 6.436 -6.005 -8.285  -1.40
C 7.409 -6.183 -7.134  0.47
C 8.165 -7.454 -7.167  -0.43
O 9.488 -7.029 -6.854  -0.29
C 9.635 -5.802 -6.955  0.72
O 10.735 -5.209 -6.867  -0.64
O 8.474 -5.209 -7.167  -0.35
H 7.044 -6.161 -9.176  0.35
H 6.057 -4.991 -8.418  0.34
H 5.638 -6.747 -8.283  0.35
H 6.860 -6.083 -6.197  0.27
H 8.192 -7.918 -8.153  0.30
H 7.744 -8.112 -6.407  0.30
N -6.606 2.084 -5.474  0.03
C -7.807 2.624 -5.500  -0.51
C -8.087 3.162 -4.205  -0.30
C -6.979 2.894 -3.369  -0.58
C -6.144 2.167 -4.216  -0.39
H -6.144 1.629 -6.249  0.20
H -8.423 2.578 -6.386  0.37
H -9.031 3.610 -3.933  0.38
H -6.879 2.934 -2.294  0.41
H -5.140 1.816 -4.032  0.40
N 3.924 1.030 -5.771  0.00
C 4.943 0.940 -6.712  -0.57
C 4.536 1.675 -7.839  -0.19
C 3.344 2.379 -7.485  -0.50
C 3.009 1.983 -6.222  -0.47
H 3.793 0.586 -4.873  0.22
H 5.821 0.334 -6.544  0.38
H 5.065 1.759 -8.776  0.38
H 2.939 3.107 -8.172  0.38
H 2.196 2.139 -5.528  0.39
N -4.911 8.349 5.272  -0.02
C -6.177 8.461 5.666  -0.36
C -6.859 9.090 4.601  -0.53
C -5.951 9.303 3.556  -0.34
C -4.735 8.803 3.957  -0.44
H -4.178 8.020 5.884  0.19
H -6.522 8.158 6.644  0.37
H -7.861 9.469 4.736  0.37
H -6.103 9.676 2.554  0.39
H -3.802 8.677 3.428  0.37
N 3.345 -10.022 9.452  -0.01
C 4.075 -8.883 9.410  -0.36
C 3.919 -8.235 8.205  -0.44
C 3.076 -9.103 7.495  -0.40
C 2.623 -10.134 8.320  -0.49
H 3.222 -10.526 10.319  0.22
H 4.692 -8.693 10.276  0.36
H 4.317 -7.277 7.905  0.39
H 2.716 -8.853 6.508  0.36
H 1.848 -10.886 8.285  0.36
N -2.226 -2.695 10.988  -0.02
C -1.384 -3.639 10.448  -0.49
C -0.638 -3.023 9.420  -0.32
C -0.797 -1.655 9.532  -0.41
C -1.933 -1.439 10.376  -0.44
H -2.966 -2.908 11.641  0.21
H -1.529 -4.670 10.733  0.36
H 0.051 -3.452 8.707  0.38
H -0.293 -0.963 8.874  0.37
H -2.500 -0.593 10.734  0.36
N 8.092 0.464 -0.545  -0.02
C 8.672 1.691 -0.208  -0.44
C 9.985 1.703 -0.591  -0.42
C 10.231 0.430 -1.174  -0.36
C 9.064 -0.327 -1.141  -0.52
H 7.104 0.258 -0.507  0.22
H 8.008 2.406 0.255  0.38
H 10.665 2.537 -0.492  0.38
H 11.191 0.066 -1.507  0.38
H 8.788 -1.317 -1.474  0.39
N -1.963 -0.201 -10.089  -0.04
C -2.795 0.708 -10.704  -0.41
C -3.858 -0.011 -11.178  -0.39
C -3.707 -1.355 -10.801  -0.34
C -2.537 -1.453 -10.120  -0.54
H -1.201 0.130 -9.515  0.23
H -2.538 1.756 -10.760  0.36
H -4.627 0.422 -11.801  0.38
H -4.435 -2.135 -10.965  0.38
H -2.134 -2.329 -9.634  0.36

---

Entry 2:
ORCA calculation (wB97M-V/def2-TZVPD) on C67H133BN8O20V as an isolated structure in a non-equilibrium geometry.

LUMO energy ... -3.675 eV
Total charge ... -1
F_max ... 0.096 Eh/bohr
HOMO ... -6.343 eV
HOMO-LUMO gap ... 2.667 eV
Calculated total energy ... -150851.4848 eV

Last column: Mulliken charge in e.
CARTESIAN COORDINATES (ANGSTROEM)
O -2.901 -4.500 -10.517  -0.56
V -3.009 -2.910 -10.612  1.78
O -4.511 -2.394 -11.097  -0.57
N 0.169 1.516 -9.367  0.94
O 0.883 1.820 -8.404  -0.51
O -0.779 0.669 -9.342  -0.54
O 0.539 1.729 -10.562  -0.54
O 2.668 -0.631 -1.592  -0.66
C 1.428 -0.799 -1.646  0.64
O 0.657 -0.514 -2.659  -0.46
B -0.752 -0.916 -2.377  0.91
O -0.732 -1.273 -0.920  -0.44
C 0.500 -1.433 -0.568  0.59
O 0.847 -1.734 0.553  -0.64
O -1.789 0.179 -2.687  -0.38
C -2.533 -0.226 -3.678  0.66
O -3.412 0.405 -4.286  -0.66
C -1.936 -1.622 -4.122  0.60
O -1.021 -2.043 -3.285  -0.45
O -2.306 -2.199 -5.153  -0.68
C 2.774 -7.840 -0.308  -1.67
C 3.748 -8.457 -1.353  1.46
C 4.751 -7.395 -1.837  -0.94
C 5.854 -7.198 -0.815  -0.83
C 6.558 -8.378 -0.338  -1.17
C 5.661 -9.475 0.025  1.36
N 4.499 -9.672 -0.878  0.19
O 3.622 -10.706 -0.469  -0.46
C 6.528 -10.726 -0.053  -1.81
C 5.359 -9.267 1.586  -1.61
C 2.810 -8.794 -2.560  -1.87
H 2.195 -8.487 0.351  0.32
H 2.086 -7.131 -0.770  0.46
H 3.251 -7.223 0.453  0.37
H 5.226 -7.669 -2.779  0.36
H 4.261 -6.423 -1.893  0.44
H 5.434 -6.756 0.088  0.27
H 6.583 -6.502 -1.231  0.34
H 7.132 -8.130 0.555  0.36
H 7.316 -8.591 -1.092  0.49
H 6.738 -11.157 -1.032  0.45
H 7.589 -10.543 0.116  0.43
H 6.161 -11.370 0.746  0.30
H 6.159 -9.648 2.220  0.43
H 5.140 -8.206 1.712  0.37
H 4.518 -9.925 1.805  0.40
H 1.954 -9.431 -2.338  0.35
H 3.426 -9.354 -3.264  0.48
H 2.518 -7.858 -3.036  0.40
H 3.436 -10.495 0.449  0.34
C -9.756 4.944 -9.650  -1.78
C -8.698 5.418 -8.534  1.38
C -7.310 5.103 -9.191  -1.31
C -6.052 5.711 -8.569  -0.76
C -6.457 7.198 -8.376  -1.53
C -7.783 7.633 -7.715  1.56
N -8.897 6.859 -8.261  0.36
O -10.176 7.147 -7.687  -0.51
C -7.662 7.421 -6.185  -1.51
C -8.005 9.068 -8.161  -1.92
C -8.906 4.516 -7.289  -1.64
H -10.759 4.631 -9.362  0.36
H -9.240 4.190 -10.244  0.38
H -9.758 5.746 -10.388  0.50
H -7.224 4.054 -9.475  0.46
H -7.469 5.576 -10.160  0.50
H -5.173 5.632 -9.209  0.41
H -5.830 5.386 -7.553  0.32
H -6.327 7.708 -9.331  0.51
H -5.662 7.767 -7.894  0.53
H -6.818 8.018 -5.839  0.41
H -8.547 7.617 -5.580  0.30
H -7.403 6.368 -6.067  0.33
H -8.951 9.553 -7.918  0.33
H -7.172 9.723 -7.907  0.37
H -8.095 8.976 -9.243  0.50
H -9.872 4.693 -6.815  0.35
H -8.125 4.653 -6.541  0.36
H -8.634 3.489 -7.531  0.42
H -10.777 7.314 -8.416  0.33
C 2.957 1.402 7.084  -1.88
C 4.163 0.959 7.923  1.09
C 3.568 0.391 9.233  -1.20
C 4.611 -0.298 10.095  -0.81
C 5.153 -1.531 9.317  -1.04
C 5.698 -1.089 7.870  1.37
N 4.822 -0.160 7.166  0.56
O 5.119 0.075 5.821  -0.45
C 7.127 -0.479 7.997  -1.71
C 5.567 -2.483 7.124  -1.92
C 5.026 2.188 8.301  -1.63
H 3.213 2.012 6.217  0.37
H 2.366 2.065 7.716  0.43
H 2.243 0.616 6.837  0.43
H 3.136 1.233 9.774  0.48
H 2.710 -0.218 8.947  0.43
H 4.180 -0.537 11.068  0.43
H 5.314 0.490 10.364  0.38
H 4.395 -2.306 9.424  0.38
H 5.933 -1.823 10.021  0.37
H 7.914 -1.184 8.267  0.43
H 7.421 -0.197 6.986  0.39
H 7.241 0.446 8.561  0.28
H 6.193 -3.294 7.498  0.39
H 4.511 -2.727 7.016  0.44
H 5.968 -2.369 6.117  0.47
H 4.386 2.882 8.846  0.39
H 5.476 2.634 7.414  0.37
H 5.760 1.885 9.048  0.37
H 4.468 -0.581 5.559  0.38
C -4.899 -6.314 10.697  -2.12
C -3.922 -5.617 9.696  1.66
C -2.675 -5.085 10.643  -1.09
C -1.358 -4.896 10.014  -0.73
C -0.967 -6.012 9.062  -1.10
C -2.126 -6.325 7.976  1.19
N -3.376 -6.608 8.647  0.23
O -4.400 -7.129 7.928  -0.46
C -2.298 -5.038 7.100  -1.74
C -1.687 -7.555 6.996  -1.66
C -4.659 -4.503 8.980  -1.76
H -4.463 -7.237 11.079  0.47
H -5.796 -6.532 10.117  0.49
H -5.239 -5.635 11.480  0.40
H -3.027 -4.120 11.008  0.40
H -2.553 -5.668 11.556  0.40
H -0.584 -4.566 10.706  0.41
H -1.566 -3.936 9.540  0.30
H -0.938 -6.920 9.665  0.40
H 0.026 -5.938 8.621  0.45
H -3.071 -4.995 6.333  0.41
H -2.143 -4.086 7.608  0.25
H -1.558 -5.067 6.301  0.51
H -0.599 -7.592 7.044  0.42
H -1.985 -8.498 7.456  0.40
H -1.914 -7.495 5.931  0.34
H -5.392 -4.861 8.257  0.41
H -4.064 -3.713 8.523  0.30
H -5.454 -4.028 9.555  0.48
H -4.498 -7.962 8.395  0.37
C 0.057 6.285 -1.369  -1.68
C -0.292 7.290 -2.607  1.35
C -0.523 8.676 -1.882  -1.16
C -0.676 9.773 -2.818  -0.61
C 0.637 9.947 -3.510  -0.95
C 1.295 8.693 -4.141  1.70
N 0.995 7.436 -3.335  -0.01
O 1.244 6.256 -4.000  -0.36
C 0.798 8.510 -5.572  -1.92
C 2.836 9.000 -4.042  -1.93
C -1.542 6.884 -3.378  -1.66
H -0.957 6.195 -0.979  0.41
H 0.727 6.717 -0.626  0.33
H 0.336 5.267 -1.641  0.38
H -1.461 8.754 -1.332  0.38
H 0.312 8.951 -1.236  0.38
H -0.870 10.697 -2.274  0.34
H -1.541 9.714 -3.478  0.39
H 1.386 10.294 -2.799  0.41
H 0.388 10.677 -4.281  0.26
H 1.065 7.647 -6.182  0.42
H -0.289 8.452 -5.508  0.42
H 1.062 9.356 -6.207  0.42
H 3.519 8.319 -4.550  0.40
H 3.115 9.972 -4.447  0.36
H 3.186 9.043 -3.010  0.43
H -1.397 6.005 -4.006  0.44
H -1.961 7.720 -3.937  0.30
H -2.379 6.637 -2.725  0.41
H 0.522 6.352 -4.626  0.35
C -6.812 -3.939 0.314  -1.64
C -7.584 -5.181 -0.035  1.74
C -8.619 -5.625 1.030  -1.31
C -9.864 -4.827 1.065  -0.73
C -10.458 -4.711 -0.302  -1.28
C -9.500 -4.226 -1.422  1.71
N -8.280 -5.071 -1.324  0.00
O -7.427 -4.812 -2.427  -0.45
C -10.233 -4.616 -2.778  -1.89
C -9.388 -2.718 -1.285  -1.66
C -6.546 -6.273 0.036  -1.94
H -7.429 -3.051 0.176  0.24
H -5.964 -3.755 -0.346  0.46
H -6.250 -3.931 1.248  0.42
H -8.850 -6.689 1.092  0.47
H -8.303 -5.571 2.072  0.41
H -9.548 -3.826 1.360  0.25
H -10.665 -5.089 1.756  0.44
H -11.374 -4.132 -0.188  0.40
H -10.925 -5.656 -0.576  0.41
H -11.127 -4.016 -2.944  0.38
H -9.572 -4.399 -3.617  0.40
H -10.505 -5.668 -2.862  0.42
H -10.149 -2.014 -1.623  0.41
H -9.235 -2.431 -0.245  0.33
H -8.629 -2.181 -1.853  0.39
H -5.954 -6.241 0.950  0.38
H -5.730 -6.003 -0.635  0.41
H -7.050 -7.222 -0.149  0.44
H -7.094 -3.916 -2.342  0.37
C 8.371 3.743 0.317  -1.92
C 9.520 4.665 -0.050  1.59
C 10.890 3.984 0.370  -1.09
C 12.148 4.738 -0.245  -0.72
C 11.926 4.862 -1.763  -1.13
C 10.506 5.457 -2.288  1.29
N 9.433 4.776 -1.569  -0.07
O 8.211 5.232 -2.050  -0.39
C 10.483 7.027 -1.969  -1.52
C 10.389 5.230 -3.842  -1.65
C 9.263 5.957 0.732  -1.74
H 8.519 2.802 -0.212  0.46
H 7.398 4.094 -0.024  0.38
H 8.371 3.580 1.395  0.41
H 11.016 4.032 1.452  0.44
H 10.837 2.914 0.169  0.39
H 13.043 4.250 0.139  0.44
H 12.254 5.750 0.146  0.27
H 12.370 4.031 -2.310  0.45
H 12.541 5.730 -2.002  0.36
H 9.524 7.495 -1.746  0.29
H 11.040 7.368 -1.097  0.40
H 11.002 7.521 -2.791  0.39
H 11.043 5.920 -4.375  0.37
H 10.826 4.272 -4.123  0.38
H 9.428 5.322 -4.348  0.34
H 8.249 6.356 0.707  0.39
H 9.944 6.785 0.534  0.35
H 9.437 5.734 1.785  0.44
H 8.270 6.144 -1.757  0.39

---

- The highest F_max belongs to which entry?
  C66H89F6N8O31S2

---

- Look up the calculated total energy of the second one.
  -150851.4848 eV

---

- The lowest calculated total energy belongs to which entry?
  C66H89F6N8O31S2